C6H12N2 | wB97M-V/def2-TZVPD

Positions of all 20 atoms, in Å:
C  2.705  0.138  0.626
C  1.724  0.036  -0.497
C  0.475  1.135  -0.159
C  0.493  -1.094  -0.544
C  -1.697  0.334  0.091
C  -2.804  -0.849  0.312
H  3.373  0.952  0.331
H  1.991  0.272  1.329
H  3.419  -0.850  0.807
H  2.345  0.199  -1.373
H  0.438  1.650  0.945
H  0.236  1.977  -0.890
H  0.502  -1.754  -1.396
H  1.014  -1.866  0.039
H  -2.573  -1.870  -0.454
H  -2.798  -1.415  1.335
H  -3.905  -0.553  0.045
H  -2.740  2.022  -0.206
N  -0.427  -0.072  -0.135
N  -1.772  1.607  -0.207

## Properties
- E_LUMO (eV) = 0.899
- SMILES = [H]/N=C(\C)N1CC(C)C1
- total charge = 0
- spin multiplicity = 1

---

C6H12N2 | wB97M-V/def2-TZVPD

Positions of all 20 atoms, in Å:
C  2.028  0.564  -1.504
C  0.433  0.089  1.683
C  1.194  0.557  -0.256
C  0.527  1.672  0.171
N  1.118  -0.422  0.701
N  0.077  1.370  1.435
H  0.190  -0.445  2.589
H  -0.595  1.927  1.932
H  0.545  2.687  -0.205
H  2.712  1.409  -1.493
H  1.374  0.722  -2.362
H  2.513  -0.381  -1.705
C  -1.773  -1.558  -1.453
C  -2.699  -1.766  -0.254
H  -1.180  -0.654  -1.368
H  -1.126  -2.430  -1.557
H  -2.314  -1.562  -2.398
H  -3.669  -2.174  -0.547
H  -2.244  -2.364  0.526
H  -2.937  -0.814  0.247

## Properties
- E_LUMO (eV) = 0.895
- SMILES = Cc1c[nH]cn1.CC
- total charge = 0
- spin multiplicity = 1

---

C6H12N2 | wB97M-V/def2-TZVPD

Positions of all 20 atoms, in Å:
C  0.706  -1.354  -0.544
C  -1.268  2.213  -0.156
C  0.813  -1.872  0.879
C  -1.478  -0.287  -0.256
C  -0.740  0.812  -0.328
N  1.634  1.215  0.150
C  0.683  0.531  -0.594
N  -2.512  -0.930  -0.085
H  -2.554  -1.939  0.014
H  2.396  0.757  0.627
H  1.349  1.995  0.725
H  0.940  0.568  -1.651
H  0.021  -1.938  -1.159
H  1.669  -1.459  -1.047
H  -0.821  2.890  -0.887
H  -2.350  2.218  -0.272
H  -1.035  2.600  0.841
H  1.116  -2.921  0.892
H  1.566  -1.316  1.442
H  -0.135  -1.781  1.408

## Properties
- E_LUMO (eV) = 0.590
- SMILES = CC[C@H](N)C(C)=C=N
- total charge = 0
- spin multiplicity = 1

---

C6H12N2 | wB97M-V/def2-TZVPD

Positions of all 20 atoms, in Å:
C  0.217  -0.050  -1.499
C  1.647  0.141  1.494
N  1.105  0.781  0.309
C  -0.501  0.600  -0.409
N  0.240  -1.347  -1.747
C  -1.372  -0.205  0.498
C  -1.109  1.791  -0.886
C  -1.120  -1.390  1.059
H  1.231  1.790  0.283
H  0.695  0.596  -2.220
H  0.710  -1.721  -2.554
H  -0.277  -1.983  -1.157
H  -2.328  0.263  0.703
H  1.885  -0.907  1.283
H  2.582  0.617  1.810
H  0.954  0.152  2.348
H  -1.924  2.244  -0.340
H  -0.607  2.400  -1.627
H  -0.173  -1.906  0.957
H  -1.854  -1.866  1.696

## Properties
- E_LUMO (spin up / spin down) (eV) = 0.655 / 0.655
- total charge = 0
- spin multiplicity = 1

---

C6H12N2 | wB97M-V/def2-TZVPD

Positions of all 20 atoms, in Å:
C  0.021  -1.603  -1.314
C  1.062  1.133  -0.670
C  -1.810  1.718  0.097
N  1.002  -2.290  -0.712
C  0.169  0.113  0.011
C  -1.040  0.505  0.515
C  0.788  -1.220  1.986
N  1.008  -0.835  0.791
H  1.919  -1.865  -0.827
H  0.112  -0.948  -2.174
H  -0.945  -2.098  -1.303
H  -1.567  -0.193  1.157
H  1.147  2.044  -0.086
H  2.060  0.731  -0.842
H  0.651  1.398  -1.647
H  0.115  -0.701  2.659
H  1.384  -2.041  2.362
H  -1.193  2.471  -0.383
H  -2.265  2.208  0.982
H  -2.617  1.475  -0.602

## Properties
- E_LUMO (spin up / spin down) (eV) = 0.567 / 0.567
- SMILES = C=N/C(C)=C/C.C=N
- total charge = 0
- spin multiplicity = 1

---

C6H12N2O | wB97M-V/def2-TZVPD

Positions of all 21 atoms, in Å:
C  -1.392  -0.125  -0.720
C  -0.121  0.141  -0.564
C  -2.137  0.194  0.564
C  1.509  -1.234  1.390
C  0.588  0.106  -2.720
C  1.231  0.216  1.588
N  -1.094  0.936  1.366
N  0.171  0.736  0.747
O  0.901  0.180  -1.373
H  -1.912  -0.489  -1.641
H  -3.051  0.926  0.363
H  -2.723  -0.686  1.119
H  2.148  -1.175  0.497
H  1.952  -1.482  2.267
H  0.470  -1.642  1.165
H  1.446  0.002  -3.349
H  0.011  0.988  -3.080
H  0.055  -0.948  -2.895
H  0.976  0.638  2.647
H  2.223  0.793  1.361
H  -1.251  1.925  1.266

## Properties
- E_LUMO (eV) = 0.935
- SMILES = CCN1NCC=C1OC
- total charge = 0
- spin multiplicity = 1

---

C6H12N2O | wB97M-V/def2-TZVPD

Positions of all 21 atoms, in Å:
C  -2.440  -0.406  -0.358
C  -1.287  1.529  0.586
N  -1.153  0.187  0.009
C  -0.219  -0.693  0.606
N  -0.337  -1.856  0.920
H  -2.277  -1.398  -0.775
H  -2.910  0.240  -1.102
H  -3.119  -0.498  0.496
H  -0.311  1.927  0.843
H  -1.765  2.174  -0.153
H  -1.907  1.508  1.489
C  2.460  -1.172  0.515
C  0.981  0.480  -1.524
C  1.377  -0.135  0.719
O  1.569  0.833  1.429
H  3.363  -0.684  0.148
H  2.693  -1.633  1.476
H  0.284  1.224  -1.875
H  1.983  0.841  -1.348
H  0.878  -0.518  -1.925
H  2.139  -1.949  -0.177

## Properties
- E_LUMO (spin up / spin down) (eV) = -0.754 / -0.645
- total charge = 0
- spin multiplicity = 1

---

C6H12N2O | wB97M-V/def2-TZVPD

Positions of all 21 atoms, in Å:
C  -1.756  -1.808  -0.853
O  -0.863  -0.702  -0.941
C  0.931  -1.212  -0.239
N  1.507  -2.190  -0.535
H  -1.479  -2.492  -1.659
H  -2.779  -1.449  -0.979
H  -1.650  -2.331  0.099
C  0.836  -0.008  1.971
C  -0.676  1.809  -0.946
C  0.796  0.174  0.449
N  1.899  1.067  0.055
C  -0.594  0.620  -0.020
H  1.943  1.118  -0.962
H  2.774  0.620  0.328
H  -1.368  0.609  0.746
H  0.069  -0.709  2.312
H  0.679  0.951  2.476
H  1.805  -0.410  2.281
H  -1.712  2.006  -1.232
H  -0.238  2.697  -0.477
H  -0.124  1.638  -1.875

## Properties
- E_LUMO (eV) = 0.818
- SMILES = CO[C@H](C)[C@](C)(N)C#N
- total charge = 0
- spin multiplicity = 1

---

C6H12N2O | wB97M-V/def2-TZVPD

Positions of all 21 atoms, in Å:
C  2.555  -1.484  0.185
C  1.282  -1.364  -0.151
C  -1.402  -1.041  -0.018
C  -0.854  0.960  1.302
C  -1.074  1.281  -1.254
C  -0.647  0.316  -0.082
N  1.732  0.881  -0.030
N  0.808  -0.021  -0.224
O  1.375  2.039  0.059
H  2.977  -2.406  0.192
H  3.219  -0.681  0.330
H  0.838  -2.252  -0.572
H  -1.461  -1.305  -1.089
H  -0.877  -1.835  0.629
H  -2.330  -0.781  0.334
H  -0.556  1.917  1.247
H  -0.291  0.302  1.932
H  -1.789  0.994  1.735
H  -0.465  2.066  -1.421
H  -1.042  0.807  -2.152
H  -1.998  1.607  -0.950

## Properties
- E_LUMO (eV) = 0.743
- SMILES = C=CN(N=O)C(C)(C)C
- total charge = 0
- spin multiplicity = 1

---

C6H12N2O | wB97M-V/def2-TZVPD

Positions of all 21 atoms, in Å:
C  -1.440  -0.226  -2.496
C  0.046  1.140  0.867
C  -0.146  -0.581  -1.833
N  1.050  1.676  0.113
N  1.015  -0.278  -2.307
O  -1.015  1.721  1.036
H  0.776  2.451  -0.474
H  1.737  1.056  -0.304
H  0.926  0.284  -3.163
H  -1.286  0.490  -3.309
H  -2.115  0.196  -1.746
H  -1.903  -1.135  -2.889
C  -0.744  -0.927  2.180
C  0.404  -0.129  1.644
C  1.668  -0.358  2.035
H  -0.222  -1.093  -0.812
H  -0.653  -1.974  1.870
H  -0.781  -0.880  3.273
H  -1.709  -0.570  1.808
H  1.910  -1.189  2.690
H  2.482  0.326  1.816

## Properties
- E_LUMO (eV) = 0.736
- SMILES = C=C(C)C(N)=O.[H]/N=C\C
- total charge = 0
- spin multiplicity = 1

---

C6H12N2O2 | wB97M-V/def2-TZVPD

Positions of all 22 atoms, in Å:
C  -0.342  -0.490  -2.500
N  -0.434  -0.234  -1.079
C  -1.347  0.825  -0.606
C  -0.299  1.245  0.442
C  -0.463  0.629  1.833
N  0.697  -0.203  2.125
C  1.529  -0.509  0.452
O  2.745  -0.558  0.465
C  0.702  0.425  -0.414
H  0.400  -1.280  -2.684
H  -1.317  -0.835  -2.869
H  -0.047  0.412  -3.067
H  -1.517  1.604  -1.368
H  -2.316  0.461  -0.234
H  -0.080  2.316  0.511
H  -0.605  1.434  2.570
H  -1.346  -0.027  1.865
H  1.132  -0.092  3.033
H  1.336  1.029  -1.081
H  0.449  -1.632  1.903
O  0.915  -2.289  0.685
H  0.207  -2.232  0.018

## Properties
- E_LUMO (eV) = 0.783
- total charge = 0
- spin multiplicity = 1

---

C6H12N2O2S | wB97M-V/def2-TZVPD

Positions of all 23 atoms, in Å:
N  -2.172  -3.204  -2.641
O  -1.018  -0.906  2.031
O  1.344  -0.579  1.628
C  -1.142  -2.680  -2.778
N  0.046  1.125  2.929
C  0.974  2.312  2.682
C  -0.061  -1.732  -2.856
C  0.199  -1.058  -1.467
C  -0.796  0.015  -1.067
C  -0.261  0.917  0.012
S  -0.002  0.050  1.601
H  0.311  0.468  3.711
H  1.912  1.787  2.792
H  0.819  2.714  1.704
H  0.969  3.040  3.485
H  -0.351  -1.018  -3.561
H  0.876  -2.211  -3.181
H  0.053  -1.797  -0.666
H  1.229  -0.720  -1.445
H  -1.828  -0.298  -0.887
H  -0.926  0.737  -1.966
H  -0.929  1.760  0.137
H  0.752  1.281  -0.197

## Properties
- E_LUMO (eV) = 0.447
- SMILES = CNS(=O)(=O)CCCCC#N
- total charge = 0
- spin multiplicity = 1

---

Electronic energy for the records above, in order: -9391.4192; -9396.5927; -9392.8887; -9392.1345; -9392.2395; -11440.5584; -11439.3406; -11442.0008; -11439.7408; -11443.6681; -13487.8313; -24324.9474 eV